[1]
The following is a DFT calculation (ωB97M-V/def2-TZVPD) of C4H9NOS2 in the gas phase in a non-equilibrium geometry.

Atoms and positions in Å:
C1 1.32147 -1.06528 0.04958
C2 0.28720 0.03841 0.36995
C3 -0.59844 0.08845 -0.93448
S1 -0.56370 1.48954 -2.06208
S2 1.40211 2.10346 -2.18260
N1 -0.51372 -0.18908 1.57314
C4 -1.79016 0.25387 1.83808
O1 -2.58417 0.85071 1.16335
H1 1.84161 -1.49465 0.89964
H2 0.94262 -1.97772 -0.39134
H3 2.09657 -0.46489 -0.44716
H4 0.81509 0.99525 0.50413
H5 -0.55680 -0.85783 -1.48829
H6 -1.61785 -0.02469 -0.55524
H7 1.90917 1.41419 -3.20113
H8 -0.34442 -1.10309 1.97592
H9 -2.04658 -0.05665 2.88853

Cartesian forces (eV/Å) of the 6 atoms listed first:
0.6877 0.9340 1.6025
-0.4003 -0.1194 -1.5521
-0.7069 -1.0368 0.7724
0.1711 0.1797 0.1142
-0.2235 0.2268 0.6067
0.0950 -0.5943 -0.5866

Computed properties:
HOMO energy = -0.3349 hartree
Energy relative to the best compared isomer or geometry (same formula, charge and spin) = 23.95 kcal per mole
M = 151.3 g mol⁻¹
Frontier orbital gap = 9.6 eV
F_max = 1.98 eV/Å
Charge = 0
SMILES = C[C@@H](CSS)NC=O



[2]
The following is a DFT calculation (ωB97M-V/def2-TZVPD) of 13 unconnected molecules or ions with the total composition CH30NO12.

Atoms and positions in Å:
C1 -0.32618 -0.16340 0.26494
N1 -1.72721 -0.43879 0.66059
H1 0.20932 0.18404 1.13097
H2 0.12879 -1.07551 -0.10013
H3 -0.27829 0.58545 -0.51672
H4 -2.29665 0.39258 0.53767
H5 -1.71245 -0.71725 1.65812
H6 -2.11082 -1.17650 0.07071
H7 0.02986 2.64192 1.13648
H8 -1.21066 3.43151 1.49831
O1 -0.93904 2.63438 1.03015
H9 1.33204 2.81332 -3.19619
H10 1.21188 1.36140 -2.57528
O2 0.95640 2.30319 -2.47498
H11 -0.77467 2.60542 -2.09176
H12 -1.46726 2.68013 -0.71839
O3 -1.66486 2.56906 -1.67203
H13 1.92334 0.37740 4.24859
H14 1.71693 0.77328 2.77050
O4 1.48840 0.08440 3.44115
H15 0.77982 -2.06436 2.27870
H16 1.59387 -3.29295 1.88386
O5 1.08523 -2.56318 1.51477
H17 -3.42040 0.16144 -2.48835
H18 -2.28143 1.06493 -1.91362
O6 -2.68080 0.15057 -1.86829
H19 2.43998 -0.17332 -1.10706
H20 2.65961 -0.92232 0.25082
O7 2.72117 -0.05792 -0.17288
H21 -0.28353 -3.04582 0.44320
H22 -1.25088 -4.05028 -0.25698
O8 -1.04499 -3.10299 -0.17710
H23 2.17030 1.28302 0.72715
H24 2.58684 2.55788 1.48754
O9 1.87239 1.91931 1.42916
H25 0.71363 -0.89432 -2.65383
H26 2.14106 -0.73952 -3.35639
O10 1.57886 -0.39467 -2.64346
H27 -1.41271 -1.06471 -2.42412
H28 -0.75395 -2.32388 -1.80431
O11 -0.70713 -1.74149 -2.59428
H29 -0.09225 -0.61532 3.36033
H30 -1.37834 -1.20969 4.04949
O12 -0.93166 -1.10743 3.20285

Cartesian forces (eV/Å) of the 6 atoms listed first:
0.3164 -0.0982 -0.3414
0.0624 0.1140 -0.0007
0.0710 0.1373 0.1571
-0.0523 0.1097 0.0785
-0.1570 0.0645 -0.0040
-0.1135 0.1178 -0.0081

Computed properties:
HOMO energy = -0.5128 hartree
M = 248.2 g mol⁻¹
Frontier orbital gap = 11.5 eV
F_max = 0.81 eV/Å
Charge = +1



[3]
The following is a DFT calculation (ωB97M-V/def2-TZVPD) of a molecular structure, C28H43F5MgNO4SSbSe2.

Atoms and positions in Å:
Mg1 0.68389 -0.03590 -0.71951
C1 5.05459 0.08834 1.61235
Se1 3.65995 -0.96439 0.77109
C2 4.57436 -1.44639 -0.88853
C3 3.83876 -2.62824 -1.48339
Se2 1.90750 -2.34300 -1.69590
C4 1.82880 -1.81595 -3.57714
H1 5.34001 0.91819 0.97165
H2 5.90742 -0.54511 1.83651
H3 4.62732 0.47750 2.53246
H4 5.60316 -1.72075 -0.65822
H5 4.60340 -0.60054 -1.57477
H6 3.88291 -3.47863 -0.80460
H7 4.21801 -2.94017 -2.45546
H8 2.01130 -2.68995 -4.19484
H9 2.55956 -1.04011 -3.78629
H10 0.82336 -1.44355 -3.77359
N1 2.59079 1.32214 -2.84287
C5 2.55008 2.52685 -2.08436
C6 1.71662 3.57634 -2.44397
C7 1.62011 4.68841 -1.62044
C8 2.35654 4.76300 -0.44631
C9 3.25191 3.75366 -0.13572
C10 3.35068 2.63913 -0.95580
S1 2.07489 6.08207 0.74279
O1 2.23583 5.40010 2.02369
O2 3.08398 7.08267 0.46289
O3 0.70226 6.49216 0.47244
H11 2.97446 0.54735 -2.32148
H12 1.73432 1.10049 -3.32831
H13 1.09322 3.49538 -3.32834
H14 0.92207 5.48486 -1.84749
H15 3.82498 3.82382 0.78085
H16 4.02068 1.82672 -0.69595
C11 -3.55602 -4.06342 -0.26489
C12 -2.46882 -3.27508 -0.99287
C13 -1.37563 -4.25072 -1.42523
C14 -3.05749 -2.62141 -2.24484
Sb1 -1.61731 -1.62362 0.18978
C15 -3.28670 -0.24153 0.53848
C16 -2.93600 0.63073 1.74552
C17 -4.62085 -0.93977 0.79283
C18 -3.40813 0.64375 -0.70515
C19 -1.02233 -2.42516 2.14527
C20 0.04014 -3.49497 1.88633
C21 -2.18164 -3.01617 2.94275
C22 -0.36971 -1.30067 2.95387
H17 -3.94060 -4.83245 -0.94426
H18 -4.39769 -3.44569 0.04199
H19 -3.16657 -4.57786 0.61385
H20 -1.80937 -4.95972 -2.13895
H21 -0.98346 -4.83322 -0.59221
H22 -0.53859 -3.75584 -1.91996
H23 -3.42813 -3.40335 -2.91637
H24 -2.31301 -2.03827 -2.79587
H25 -3.89641 -1.96553 -2.01202
H26 -3.02849 0.08034 2.68352
H27 -3.64382 1.46515 1.78504
H28 -1.93627 1.06547 1.68549
H29 -4.57448 -1.67610 1.59672
H30 -5.00522 -1.42482 -0.10567
H31 -5.35335 -0.17943 1.08428
H32 -2.49747 1.20059 -0.91286
H33 -4.21665 1.36425 -0.53996
H34 -3.66416 0.07036 -1.59826
H35 -0.31876 -4.30812 1.25584
H36 0.34906 -3.93098 2.84281
H37 0.93518 -3.06748 1.42393
H38 -2.57947 -3.92309 2.48776
H39 -3.00003 -2.30529 3.06628
H40 -1.82618 -3.28200 3.94465
H41 0.42650 -0.79690 2.40361
H42 0.08497 -1.73982 3.84851
H43 -1.08176 -0.54762 3.28656
F1 -0.78514 4.96158 2.99202
C23 -0.62553 4.15405 1.95531
C24 0.25686 3.09403 2.02201
F2 0.97458 2.85032 3.11152
C25 0.35618 2.27024 0.92393
F3 1.18234 1.13931 0.98006
C26 -0.35114 2.41077 -0.26079
O4 -0.22316 1.52303 -1.24118
C27 -1.21759 3.50334 -0.29242
F4 -1.94863 3.72216 -1.39398
C28 -1.35625 4.35256 0.79158
F5 -2.22549 5.34766 0.73226

Cartesian forces (eV/Å) of the 6 atoms listed first:
0.3596 0.0497 0.3223
-0.0395 0.1077 -0.0581
-0.0077 0.0037 -0.0082
-0.0743 0.0409 -0.0512
-0.0381 0.0041 0.1681
-0.2259 0.0386 -0.3509

Computed properties:
HOMO energy = -0.2702 hartree
Energy relative to the best compared isomer or geometry (same formula, charge and spin) = 34.13 kcal per mole
M = 888.7 g mol⁻¹
Frontier orbital gap = 6.5 eV
F_max = 0.49 eV/Å
Charge = 0